No. 1
16
Properties=species:S:1:pos:R:3:forces:R:3:mulliken_charge:R:1 method="wB97M-V/def2-TZVPD" multiplicity=1 total_energy_ev=-8862.3993 smiles=O[C@H]1CC[C@H]2N[C@H]12 homo_ha=-0.3270
C 0.9444 -0.3197 0.5020 0.12 -1.75 -0.78 -0.186
C 0.6846 1.1454 0.1102 2.19 2.42 0.21 -0.520
C -0.8043 1.3704 -0.3213 1.71 1.55 0.90 -0.930
C -1.2724 0.1827 0.3912 -2.65 0.27 -0.53 -0.063
C -0.3618 -0.8032 -0.1284 2.10 1.00 -2.73 0.171
H 2.1445 0.0581 -0.9506 0.62 -3.95 2.98 0.366
H 0.8605 -0.6366 1.5199 1.10 0.40 1.02 0.410
H 1.3390 1.2503 -0.8487 -0.82 0.89 1.66 0.165
H 0.9997 1.8750 0.9609 -0.21 -1.09 -1.73 0.297
H -1.0219 2.4072 -0.0344 -0.87 -0.39 0.00 0.344
H -0.8478 1.2208 -1.3550 -0.44 0.26 -1.61 0.354
H -1.3919 0.5093 1.4568 -0.06 -1.81 -0.54 0.303
H -2.0595 -1.6058 0.5512 -0.49 -0.72 -0.08 0.280
H -0.1139 -0.4716 -1.1832 -0.17 -0.70 0.67 0.188
N -1.7279 -1.1494 -0.2939 -1.58 0.26 2.72 -0.601
O 2.1304 -0.7518 -0.1727 -0.54 3.36 -2.14 -0.577

***

No. 2
16
Properties=species:S:1:pos:R:3:forces:R:3:mulliken_charge:R:1 method="wB97M-V/def2-TZVPD" multiplicity=1 total_energy_ev=-8862.8937 homo_ha=-0.3029
O -2.3528 -1.4552 0.6372 -0.04 0.12 0.23 -0.498
C -1.3496 -0.7312 0.0202 0.31 -0.13 -0.19 -0.091
C -0.6739 1.4837 -0.0707 0.08 -0.20 -0.14 -0.882
C 0.5315 0.5692 -0.0304 -0.14 -0.08 0.03 0.990
C 1.6167 0.4597 -1.0398 0.02 -0.09 -0.30 -0.661
N 1.8132 1.2014 0.2118 0.14 0.00 0.25 -0.721
C 0.0173 -0.6646 0.6822 -0.01 -0.02 0.05 -0.737
H -2.3560 -1.2401 1.5796 -0.02 -0.06 -0.10 0.352
H -1.3052 -1.0477 -1.0233 0.02 0.08 0.12 0.382
H -1.6711 0.4206 0.0494 -0.04 0.17 -0.09 0.211
H -0.8675 1.7732 -1.1239 -0.07 -0.06 0.16 0.188
H 1.6025 1.0777 -1.9360 -0.03 -0.07 0.16 0.290
H 2.1187 -0.5008 -1.1605 -0.09 0.14 0.06 0.249
H 2.3663 0.6701 0.8796 -0.05 0.07 -0.09 0.267
H 0.6187 -1.5727 0.5737 -0.08 0.12 -0.04 0.299
H -0.1087 -0.4432 1.7510 -0.01 0.00 -0.12 0.362

***

No. 3
16
Properties=species:S:1:pos:R:3:forces:R:3:lowdin_spin:R:1 method="wB97M-V/def2-TZVPD" multiplicity=2 total_energy_ev=-8859.6154 total_charge=+1 homo_ha="-0.6064 / -0.5989"
C -0.8325 -0.5941 0.6641 -0.72 0.33 0.17 0.072
N 0.2204 -0.8130 -0.2984 -0.40 0.73 0.30 0.514
C 0.9764 -1.9945 -0.2760 0.17 -1.15 -0.07 -0.005
O 0.5887 -2.9236 0.3715 -0.03 0.12 0.03 0.198
C 0.6562 0.3981 -0.9292 0.96 0.71 0.18 0.082
C 0.1644 1.5308 -0.0189 -0.12 0.17 0.11 0.016
C -1.0697 0.9157 0.6715 0.03 0.07 -1.15 0.003
H -1.7414 -1.1449 0.3715 0.27 -0.16 -0.06 0.037
H -0.5549 -1.0052 1.6317 0.28 -0.23 0.07 0.026
H 1.8979 -2.0028 -0.8601 0.04 0.25 -0.19 -0.004
H 1.7401 0.3330 -1.0240 0.19 0.04 -0.02 0.018
H 0.3262 0.5706 -1.9576 -0.51 -0.61 -0.12 0.042
H 0.9555 1.8950 0.6266 0.11 -0.36 0.40 0.002
H -0.1182 2.4011 -0.5983 -0.10 0.03 -0.21 -0.001
H -1.8886 1.1268 -0.0194 -0.26 -0.03 0.36 0.000
H -1.3203 1.3067 1.6451 0.08 0.07 0.21 0.000

***

No. 4
17
Properties=species:S:1:pos:R:3:forces:R:3:mulliken_charge:R:1 method="wB97M-V/def2-TZVPD" multiplicity=1 total_energy_ev=-10912.2545 homo_ha=-0.3196
C -0.1694 -0.3502 0.6866 -0.80 -0.85 -4.45 1.014
C -0.1757 1.0587 0.2237 1.25 2.25 5.16 -0.336
C -1.4588 -1.0143 1.0477 0.22 -0.25 -0.26 -1.412
N 0.8924 1.0324 -0.7250 -0.72 0.37 0.50 -0.345
C 0.4038 -0.1996 -1.1972 0.47 -1.94 1.24 0.196
C 0.6952 -0.8748 -2.2953 -0.24 0.11 -0.07 -0.865
O 0.8919 -0.8311 1.3548 0.55 0.69 -0.03 -0.501
O 0.1318 1.7112 1.6551 -0.15 0.45 -2.18 -0.579
H 1.6173 -0.2020 1.1631 -0.16 -0.50 0.31 0.376
H 0.9421 2.2325 1.5990 -0.13 0.05 -0.10 0.306
H 1.0379 1.8277 -1.3373 -0.17 -0.12 -0.10 0.264
H -1.1303 1.5058 -0.0510 0.05 -0.27 -0.19 0.345
H -1.4553 -2.0239 0.6367 -0.12 -0.05 0.16 0.342
H -1.5556 -1.0712 2.1300 0.05 0.02 0.08 0.393
H -2.3097 -0.4739 0.6414 0.01 0.02 -0.07 0.314
H 1.3113 -0.4497 -3.0813 0.00 0.09 -0.04 0.252
H 0.3311 -1.8777 -2.4512 -0.10 -0.06 0.05 0.237

***

No. 5
17
Properties=species:S:1:pos:R:3:forces:R:3:mulliken_charge:R:1 method="wB97M-V/def2-TZVPD" multiplicity=1 total_energy_ev=-10908.6922 homo_ha=-0.3393
C 1.5846 1.4400 -0.2302 2.62 -0.48 -1.15 -1.020
C 0.2995 0.5329 -0.1753 -0.18 4.72 2.33 0.631
C 0.0807 -0.7785 0.0818 -2.13 4.06 -1.13 -0.063
C -1.3038 -0.8480 0.4844 -4.69 -2.32 4.25 -0.445
C 0.9775 -1.7769 -0.0424 4.62 -5.10 1.23 -0.169
H 1.6559 2.5044 0.5745 -0.88 -3.25 -3.02 0.318
H 1.8251 1.6053 -1.5311 -0.62 0.07 4.27 0.253
H 2.4976 0.8030 0.1628 -1.87 1.18 -1.05 0.316
H -0.4446 2.3230 -0.0551 -0.62 1.55 -0.30 0.226
H -1.7894 1.1150 -0.0124 1.81 1.33 -1.07 0.288
H -1.6586 0.3934 1.1307 1.03 -5.47 -0.70 0.316
H -1.4239 -1.8904 1.5409 0.05 2.85 -3.57 0.266
H -1.8038 -1.3057 -1.3702 0.21 -0.35 -0.76 0.338
H 0.4136 -2.7860 0.1905 1.31 1.03 -0.59 0.207
N -0.7879 1.4127 0.0899 1.06 -0.69 -1.69 -0.430
O -2.3648 -0.9898 -0.6716 2.05 0.61 3.15 -0.463
O 2.2424 -1.7541 -0.1671 -3.76 0.28 -0.19 -0.568

***

No. 6
17
Properties=species:S:1:pos:R:3:forces:R:3:mulliken_charge:R:1 method="wB97M-V/def2-TZVPD" multiplicity=1 total_energy_ev=-10908.5668 homo_ha="-0.2889 / -0.2608"
C -0.6794 0.0876 0.2852 -1.11 0.12 -0.54 0.800
C -0.6518 0.9265 -0.9532 0.46 0.08 0.26 -1.112
C -1.5889 -1.1034 0.2933 0.25 0.22 0.20 -1.170
N 0.7310 1.1806 1.8779 0.82 0.94 1.41 -0.450
O -0.2321 0.3986 1.4576 0.35 -0.45 -0.72 0.035
O 1.0060 2.2559 0.9767 -0.49 -0.65 -0.72 -0.381
C 1.9176 -1.1157 -0.1400 0.24 0.04 -0.26 -0.411
C 1.7932 -1.8144 -1.1066 -0.18 0.32 0.54 -0.345
H 1.4505 2.8943 1.5417 -0.05 -0.11 0.26 0.336
H 2.1020 -0.4449 0.6744 -0.10 -0.06 0.09 0.415
H -0.3752 0.2996 -1.8027 -0.04 -0.06 0.02 0.300
H -1.6486 1.3278 -1.1472 -0.10 0.01 0.00 0.367
H 0.0517 1.7473 -0.8786 -0.05 -0.04 -0.08 0.315
H -1.6591 -1.5285 1.2917 0.01 -0.03 0.01 0.316
H -2.5869 -0.8268 -0.0464 -0.11 0.00 -0.05 0.333
H -1.2016 -1.8654 -0.3842 0.01 -0.03 -0.07 0.256
H 1.5717 -2.4192 -1.9396 0.08 -0.30 -0.36 0.397

***

No. 7
17
Properties=species:S:1:pos:R:3:forces:R:3:mulliken_charge:R:1 method="wB97M-V/def2-TZVPD" multiplicity=1 total_energy_ev=-10914.6749 smiles="C=CCCNC(=O)O" homo_ha=-0.3448
C -1.0524 0.8068 0.1961 -0.37 2.37 2.35 -0.608
C 0.4030 1.2768 0.1394 1.02 -0.25 -0.38 -0.505
C 1.2308 0.4729 1.1072 1.29 0.99 -0.63 -0.185
C 1.8987 -0.6331 0.8173 1.90 -0.57 2.84 -0.737
N -1.4557 0.1964 -1.0701 -0.28 0.08 2.65 -0.242
C -1.0396 -1.1237 -1.2543 -0.81 2.70 1.12 0.476
O -0.9517 -1.8986 -0.1045 -0.02 1.45 -0.77 -0.405
O -0.8174 -1.4559 -2.3553 0.64 -2.39 -2.47 -0.525
H -1.5896 1.7802 0.5594 -0.11 -1.91 -1.34 0.307
H -1.0981 0.1558 1.1312 -0.52 0.28 -1.84 0.352
H 0.5777 2.3666 0.2644 -0.42 -0.61 0.36 0.368
H 0.8116 1.0976 -0.8586 -0.15 -0.17 -0.11 0.320
H 1.4903 1.0085 2.0126 -0.20 -0.32 0.38 0.315
H 2.6618 -1.0408 1.6020 -1.64 0.71 -1.35 0.192
H 1.8811 -1.2299 -0.0557 -0.39 -0.17 -1.02 0.293
H -1.4362 0.8639 -1.8520 0.28 -1.21 0.31 0.265
H -1.5140 -2.6434 -0.2790 -0.21 -0.98 -0.11 0.319

***

No. 8
17
Properties=species:S:1:pos:R:3:forces:R:3:mulliken_charge:R:1 method="wB97M-V/def2-TZVPD" multiplicity=1 total_energy_ev=-10911.4330 homo_ha=-0.3285
C -1.9555 -0.6947 -0.5580 1.78 -1.34 -1.82 -1.029
C -0.5732 -0.3308 0.0554 -3.77 2.29 1.31 0.852
C -0.4756 1.0492 0.7575 4.83 -3.21 -0.79 -0.967
C 0.4190 -1.1731 -0.0004 -1.40 -0.28 -0.13 -0.359
C 1.7470 -1.0334 0.4148 2.77 -2.00 0.32 -0.521
H -2.8813 -1.0034 -0.0134 1.23 0.33 0.42 0.256
H -1.5536 -1.6753 -1.1693 -2.02 2.57 0.64 0.248
H -2.2542 0.2246 -1.1516 0.28 -1.47 -0.02 0.255
H 0.5169 0.9077 1.3070 -1.63 0.21 0.57 0.444
H -1.2705 1.2375 1.4162 -1.28 0.86 0.39 0.558
H -0.0791 2.8898 0.2696 0.46 -2.14 -1.77 0.336
H 0.1068 -2.0979 -0.4066 0.32 -1.24 -0.47 0.347
H 2.2478 -1.9864 0.8115 -0.70 1.69 -0.09 0.305
H 1.2055 1.0731 -0.6898 3.08 -0.55 -0.60 0.493
N 2.5960 -0.1880 -0.0184 1.47 -1.04 0.88 -0.334
O -0.0447 1.9882 -0.2327 -2.11 3.39 1.44 -0.555
O 2.2487 0.8129 -0.7920 -3.31 1.91 -0.28 -0.328

***

No. 9
17
Properties=species:S:1:pos:R:3:forces:R:3:mulliken_charge:R:1 method="wB97M-V/def2-TZVPD" multiplicity=1 total_energy_ev=-10912.3997 smiles=O[C@@H]1C[C@H](O)[C@@H]2N[C@@H]21 homo_ha=-0.3547
C -1.3764 -0.0603 -0.1004 0.31 -0.21 0.73 -0.275
C -0.5018 -1.0690 0.6580 1.84 1.34 -1.49 -1.225
C 0.9988 -0.4903 0.3698 -1.67 -0.97 0.62 -0.124
C 0.8435 1.0256 0.4752 -3.45 0.43 -0.93 -0.411
C -0.7356 1.2761 0.2224 3.16 1.91 0.86 -0.146
H -0.3469 -0.8649 -1.3756 -0.70 -0.10 -1.32 0.526
H -2.4309 0.1239 0.1250 -0.01 -0.88 0.32 0.491
H -0.7824 -1.2141 1.6015 -0.43 1.18 4.87 0.474
H -0.6265 -2.1175 0.5224 0.07 -1.03 -2.13 0.384
H 1.7775 -0.8757 1.0804 -0.81 0.37 -0.54 0.533
H 2.3199 -0.9913 -1.0607 -3.72 0.11 -0.02 0.351
H 1.5249 1.5256 1.0758 0.64 0.89 1.58 0.510
H 0.3391 1.2461 -1.3375 0.19 -0.07 -2.38 0.386
H -1.3243 2.0327 0.7278 0.09 -0.28 0.38 0.416
N 0.3178 1.9364 -0.6282 -0.43 -2.96 1.23 -0.619
O -1.2590 -0.5147 -1.3946 0.20 0.37 -1.81 -0.634
O 1.2623 -0.9686 -0.9613 4.72 -0.10 0.04 -0.637

***

No. 10
17
Properties=species:S:1:pos:R:3:forces:R:3:mulliken_charge:R:1 method="wB97M-V/def2-TZVPD" multiplicity=1 total_energy_ev=-10914.5339 homo_ha=-0.3381
C 0.4468 -0.8580 0.8324 -0.29 -0.20 0.25 -0.043
C -0.0712 0.5852 1.0311 0.44 0.57 0.13 -0.071
C 0.4932 1.4730 -0.0787 -0.26 -0.03 -0.29 -0.748
C -0.3105 -0.2830 -1.4997 -0.19 -0.20 -0.14 -0.710
C -0.7422 -0.9244 -0.1717 0.30 0.08 -0.49 -0.107
H 1.8932 -0.5942 -0.3611 0.16 0.01 -0.04 0.405
H 0.2554 -1.4589 1.7309 -0.09 0.10 -0.25 0.450
H -0.0190 1.0785 2.0087 0.07 -0.12 -0.17 0.437
H 1.4721 1.8816 0.1662 0.02 -0.03 0.11 0.334
H -0.2009 2.3050 -0.2847 0.13 -0.24 0.10 0.362
H 0.1455 -1.0172 -2.1822 -0.23 0.19 0.21 0.327
H -1.1870 0.1884 -1.9840 0.25 -0.29 0.17 0.360
H -1.2991 -1.8476 -0.3408 0.01 0.06 0.10 0.441
H -1.9108 -0.2612 1.3764 -0.07 -0.02 0.20 0.281
N -1.4194 0.1568 0.5977 -0.33 -0.09 -0.18 -0.607
O 1.7542 -1.1218 0.4377 0.07 -0.01 -0.07 -0.628
O 0.6996 0.6976 -1.2782 0.02 0.24 0.37 -0.485

***

For each record above, in turn, the calculated max |F| values are 5.0; 0.4; 1.2; 5.8; 7.0; 1.9; 3.5; 5.9; 5.0; 0.7 eV Å⁻¹.
For each record above, in turn, the calculated energy relative to the best compared isomer or geometry (same formula, charge and spin) values are 157.1; 145.7; 19.3; 99.6; 181.8; 184.7; 43.8; 118.6; 96.3; 47.1 kcal/mol.